i:
Molecular formula: C5H12NO2
Method: DFT, the ωB97M-V functional and the def2-TZVPD basis

Its net charge is +1. The HOMO energy comes out at -13.888 eV. The HOMO-LUMO gap comes out at 0.3339 Eh.

XYZ file:
```
20
Properties=species:S:1:pos:R:3:mulliken_charge:R:1
O 1.57926 0.52195 -0.54223 -0.553
C 1.86906 -0.41534 0.17822 0.029
C 0.84411 -1.17343 0.86556 -0.552
C 0.03631 -2.16307 -0.05551 -0.509
C -0.31300 -1.45612 -1.40522 -0.848
C -2.32422 -0.08870 -1.27449 -0.064
N -1.06598 -0.19808 -1.22514 0.135
H 2.93020 -0.58768 0.48394 0.379
H 1.14343 -1.88630 1.64658 0.347
H 0.23354 -0.48952 1.46238 0.346
H 0.62155 -3.06096 -0.24834 0.376
H -0.88238 -2.44535 0.51945 0.301
H 0.61605 -1.18723 -1.90484 0.394
H -0.92897 -2.18125 -1.93418 0.369
H -2.81846 0.84871 -1.01833 0.286
H -2.97173 -0.85224 -1.71188 0.253
H -0.34506 0.49811 -0.90719 0.311
H -0.44047 3.85390 3.53036 0.329
H 0.43227 4.44589 2.28949 0.326
O -0.35945 4.01187 2.58261 -0.653
```

ii:
Molecular formula: C5H12NO2
Method: DFT, the ωB97M-V functional and the def2-TZVPD basis

Its net charge is +1. As for the SMILES: [NH3+][C@@H](C=O)CCCO. The HOMO energy comes out at -13.779 eV. The HOMO-LUMO gap comes out at 0.3700 Eh.

XYZ file:
```
20
Properties=species:S:1:pos:R:3:mulliken_charge:R:1
O -3.03728 -1.28337 0.53054 -0.450
C -2.08160 -0.71969 0.91758 -0.152
C -1.10792 -0.23460 -0.22314 0.029
C 0.29299 -0.65043 0.22086 -0.568
C 1.36480 0.36804 -0.30404 -0.754
C 1.81430 1.63342 0.43257 -0.449
O 1.78159 1.37761 1.76614 -0.494
N -1.51835 -0.90691 -1.48880 -0.205
H -1.83878 -0.66573 1.91820 0.493
H -1.20609 0.89807 -0.22576 0.351
H 0.72518 -1.55363 -0.19965 0.348
H 0.34945 -0.70497 1.43309 0.215
H 1.10608 0.61077 -1.33276 0.321
H 2.31547 -0.26181 -0.33882 0.366
H 2.70942 2.11179 -0.07482 0.299
H 1.05545 2.46043 0.29284 0.263
H 2.19662 0.54539 2.05043 0.349
H -0.79290 -1.08735 -2.16662 0.343
H -2.00060 -1.70850 -1.22628 0.327
H -2.12783 -0.22852 -1.98159 0.369
```

iii:
Molecular formula: C5H12NO2
Method: DFT, the ωB97M-V functional and the def2-TZVPD basis

Its net charge is +1. The HOMO energy comes out at -14.303 eV. The HOMO-LUMO gap comes out at 0.1947 Eh.

XYZ file:
```
20
Properties=species:S:1:pos:R:3:mulliken_charge:R:1
O -0.45073 -0.06528 -2.22354 -0.515
C -0.96681 0.73430 -1.43536 0.171
C -2.06266 0.33595 -0.54758 -0.566
C -0.86272 0.29655 0.43595 -0.773
C -0.03909 -1.01476 0.28702 -0.835
C 1.32644 -0.73843 -0.28538 -0.406
N 1.95993 0.28517 0.42690 -0.158
H -0.87186 1.80198 -1.65846 0.406
H -2.57135 -0.59084 -0.75182 0.291
H -2.80083 1.06890 -0.23255 0.315
H -0.13660 1.09590 0.62196 0.759
H -1.29393 0.26012 1.45525 0.422
H 0.09530 -1.47974 1.27785 0.464
H 1.18912 -0.43716 -1.38844 0.462
H 2.95480 0.36516 0.21625 0.315
H 1.67074 0.36194 1.46508 0.288
H -0.58483 -1.72170 -0.34098 0.324
H 1.93002 -1.66461 -0.30025 0.376
H 0.80882 0.38743 3.43769 0.221
O 0.63738 0.18404 2.50294 -0.562
```

iv:
Molecular formula: C5H12NO2
Method: DFT, the ωB97M-V functional and the def2-TZVPD basis

Its net charge is +1. The HOMO energy comes out at -14.220 eV. The HOMO-LUMO gap comes out at 0.4101 Eh.

XYZ file:
```
20
Properties=species:S:1:pos:R:3:mulliken_charge:R:1
O 0.19644 -0.19762 -2.71355 -0.448
C -0.27080 0.72618 -2.12648 -0.029
C -0.39478 0.57847 -0.55738 0.046
N 0.29279 -0.63145 -0.08872 -0.132
C 0.79776 -0.29481 1.29713 -0.785
C 1.14810 1.24161 1.33173 -0.479
C 0.29166 1.71748 0.16726 -0.835
H -0.62780 1.70675 -2.48665 0.372
H -1.51394 0.57329 -0.40876 0.318
H -0.47681 -1.36367 -0.05857 0.234
H 0.98540 -1.02742 -0.73761 0.452
H -0.01601 -0.51524 1.98036 0.327
H 1.40513 -1.10495 1.64210 0.557
H 2.22942 1.23485 1.15375 0.285
H 0.87754 1.68610 2.25700 0.348
H 0.75443 2.50088 -0.34205 0.492
H -0.54405 2.32452 0.58084 0.325
H -2.14023 -3.00736 0.38748 0.305
H -1.55821 -3.33499 -1.03638 0.292
O -1.43607 -2.81262 -0.24151 -0.646
```

Stability verdict: iv, ahead by 17.8 kcal/mol

i:
Molecular formula: N2O4
Method: DFT, the ωB97M-V functional and the def2-TZVPD basis

The HOMO energy (spin up / spin down) comes out at -10.122 / -10.001 eV. The HOMO-LUMO gap (spin up / spin down) comes out at 0.3296 / 0.3213 Eh.

XYZ file:
```
6
Properties=species:S:1:pos:R:3:mulliken_charge:R:1
N 0.92193 0.45595 -0.94580 0.761
N -1.06540 -0.24710 0.87334 0.792
O 1.26231 -0.59248 -0.52948 -0.326
O 1.32504 1.41002 -1.56310 -0.439
O -0.33236 -1.16983 0.89983 -0.339
O -2.11688 0.14919 1.26582 -0.449
```

ii:
Molecular formula: N2O4
Method: DFT, the ωB97M-V functional and the def2-TZVPD basis

The HOMO energy (spin up / spin down) comes out at -9.679 / -9.605 eV. The HOMO-LUMO gap (spin up / spin down) comes out at 0.3172 / 0.3130 Eh.

XYZ file:
```
6
Properties=species:S:1:pos:R:3:mulliken_charge:R:1
N 0.07504 0.14994 1.14939 0.852
N -0.03684 -0.18951 -1.15011 0.889
O 0.98163 0.14311 -0.65619 -0.401
O 0.49816 0.59889 2.15490 -0.459
O -0.52556 -0.48819 -2.19728 -0.460
O -0.99244 -0.21424 0.69929 -0.420
```

Stability verdict: i, ahead by 13.2 kcal/mol

i:
Molecular formula: CH7N5O
Method: DFT, the ωB97M-V functional and the def2-TZVPD basis

As for the SMILES: N/N=C(\NN)NO. The HOMO energy comes out at -8.338 eV. The HOMO-LUMO gap comes out at 0.3359 Eh.

XYZ file:
```
14
Properties=species:S:1:pos:R:3:mulliken_charge:R:1
C -0.33714 -0.13617 -0.08100 0.425
H 0.79415 2.62121 -0.43637 0.216
H 1.06903 2.07052 1.08984 0.249
H 1.59663 0.27476 0.03084 0.356
H -1.55955 1.38354 -0.15302 0.382
H -2.25924 -1.32062 0.04914 0.378
H 1.37347 -1.88844 -0.95014 0.238
H 1.38264 -2.51481 0.57641 0.242
N 0.43595 1.96026 0.22327 -0.580
N 0.67224 0.66980 -0.31427 -0.150
N -1.55649 0.36268 -0.33877 -0.183
N -0.21937 -1.40317 0.03446 -0.517
N 1.22929 -1.67414 0.08291 -0.624
O -2.62162 -0.40543 0.18671 -0.433
```

ii:
Molecular formula: CH7N5O
Method: DFT, the ωB97M-V functional and the def2-TZVPD basis

As for the SMILES: N/N=C(\NN)NO. The HOMO energy comes out at -8.883 eV. The HOMO-LUMO gap comes out at 0.3530 Eh.

XYZ file:
```
14
Properties=species:S:1:pos:R:3:mulliken_charge:R:1
C 0.36325 -0.15009 -0.27209 0.307
H -2.51808 -1.55593 -0.28279 0.247
H -2.00068 -0.85292 1.08330 0.209
H -1.33666 0.58538 -0.43670 0.393
H 0.76172 -2.05228 0.28217 0.318
H 2.44755 -0.04692 -0.01472 0.442
H 0.53550 2.77314 -0.47277 0.255
H -0.20035 2.33059 0.88880 0.193
N -1.68629 -1.30177 0.19659 -0.555
N -1.01258 -0.32972 -0.57938 -0.127
N 1.15778 -1.33488 -0.36255 -0.251
N 0.99350 0.95603 -0.04849 -0.342
N 0.03056 1.99791 -0.05881 -0.656
O 2.46479 -1.01854 0.07743 -0.435
```

Stability verdict: ii, ahead by 6.1 kcal/mol

i:
Molecular formula: C3H11N2OS
Method: DFT, the ωB97M-V functional and the def2-TZVPD basis

Its net charge is -1. The HOMO energy comes out at -3.094 eV. The HOMO-LUMO gap comes out at 0.2350 Eh.

XYZ file:
```
18
Properties=species:S:1:pos:R:3:mulliken_charge:R:1
C -0.03731 1.46894 0.59881 -0.259
C -0.36099 1.82351 -0.84759 -0.638
S -2.13493 2.12112 -1.21354 -0.262
N 1.36272 1.03982 0.61135 -0.693
H -0.11776 2.36098 1.23064 0.463
H -0.71520 0.67118 0.92150 0.199
H 0.17569 2.71686 -1.17000 0.362
H -0.05095 0.97032 -1.44925 0.248
H -2.19745 3.25087 -0.50932 0.066
H 1.82720 1.12628 1.50385 0.180
H 1.43153 0.08287 0.18237 0.300
N -0.70009 -2.90346 0.22523 -0.631
C 0.62621 -2.20581 0.09192 -0.224
O 0.48323 -1.17802 -0.78046 -0.852
H -1.22455 -2.60363 -0.58149 0.216
H -0.62095 -3.91030 0.29812 0.197
H 0.88081 -1.87334 1.12606 0.163
H 1.37278 -2.95820 -0.23822 0.167
```

ii:
Molecular formula: C3H11N2OS
Method: DFT, the ωB97M-V functional and the def2-TZVPD basis

Its net charge is -1. The HOMO energy comes out at -3.113 eV. The HOMO-LUMO gap comes out at 0.2583 Eh.

XYZ file:
```
18
Properties=species:S:1:pos:R:3:mulliken_charge:R:1
N -1.43660 0.88860 -1.28496 -0.697
C -0.18041 0.26998 -0.30005 -0.005
C 0.74616 -0.45236 -1.29760 -1.018
S 2.10905 -1.36249 -0.53526 -0.561
C -0.65971 -0.73498 0.80652 -0.464
N -2.07313 -0.55227 1.23610 -0.753
H -1.94005 0.01968 -1.46726 0.232
H -1.16984 1.05881 -0.18141 0.361
H 0.49035 1.01014 0.17009 0.161
H 0.06064 -1.11298 -1.87249 0.293
H 1.07268 0.27636 -2.04804 0.349
H -0.57585 -1.74488 0.40614 0.359
H -0.03954 -0.67944 1.69580 0.332
H -2.61550 -0.46287 0.38666 0.299
H -2.17645 0.34253 1.70622 0.263
H 2.73359 1.81441 0.59047 0.298
H 2.69961 0.28704 0.76009 0.208
O 2.95500 1.13472 1.22900 -0.658
```

Stability verdict: i, ahead by 42.3 kcal/mol